Entry 1:
C4H9NOS | ωB97M-V with the def2-TZVPD basis set

total energy: -685.9455 Eh
expectation value of S²: 0.750
frontier orbital gap (alpha / beta): 0.08830 / 0.32892 Eh
total charge: -1
spin multiplicity: 2
largest force on an atom: 0.033 Eh/bohr
energy above the lowest of the compared OMol25 structures with the same formula, charge and spin: 70.8 kJ/mol

Geometry (Å):
C: 1.1478 0.1023 -1.2775
N: 0.1914 1.1383 -0.8991
C: 0.5626 2.2532 -0.2543
O: -0.1568 3.0306 0.3443
C: 0.9526 -1.2711 -0.5701
C: -0.4958 -1.6458 -0.2857
S: -1.0250 -1.4933 1.4447
H: 2.1587 0.4450 -1.0361
H: 1.0671 -0.1128 -2.3326
H: -0.7675 0.8656 -1.0535
H: 1.6286 2.4939 -0.3753
H: 1.4980 -1.2470 0.3783
H: 1.4658 -1.9362 -1.2617
H: -0.5793 -2.7260 -0.4634
H: -1.2692 -1.2150 -0.9365
H: -0.8505 -0.1557 1.4658

***

Entry 2:
C24H27N2O3 | ωB97M-V with the def2-TZVPD basis set

total energy: -1265.6577 Eh
frontier orbital gap: 0.31235 Eh
total charge: +1
largest force on an atom: 0.071 Eh/bohr
energy above the lowest of the compared OMol25 structures with the same formula, charge and spin: 265.9 kJ/mol

Geometry (Å):
C: -0.1786 6.4289 6.2451
C: -1.1659 6.8564 5.1910
C: -2.3877 7.3647 5.9078
C: -0.5282 8.0126 4.4396
O: -1.5179 5.7917 4.1970
C: -2.0615 4.5850 4.5359
O: -2.3171 4.1645 5.6858
N: -2.2769 3.8296 3.3902
N: -2.8600 2.4606 3.4650
C: -2.1880 1.0444 3.2672
C: -3.2951 -0.0151 2.6955
C: -4.6689 0.2643 2.6264
C: -5.6463 -0.7231 2.3783
C: -5.2790 -2.0447 2.1505
C: -3.9268 -2.3801 2.1926
C: -2.9545 -1.3742 2.3996
C: -0.9627 0.9733 2.3031
C: 0.1959 1.6422 2.7199
C: 1.4429 1.4229 2.1297
C: 1.5512 0.5039 1.0919
O: 2.8042 0.2283 0.5776
C: 3.6992 -0.5630 1.3077
C: 3.4696 -1.9459 1.3591
C: 4.2227 -2.7202 2.2457
C: 5.2190 -2.1137 3.0192
C: 5.4914 -0.7442 2.8992
C: 4.7645 0.0396 1.9945
C: 0.4033 -0.0746 0.5340
C: -0.8279 0.1536 1.1535
H: 0.7863 6.1579 5.8146
H: 0.0344 7.2818 6.9153
H: -0.5416 5.6030 6.8550
H: -3.1191 7.7386 5.1912
H: -2.8379 6.5773 6.5156
H: -2.1528 8.2207 6.5632
H: -1.1900 8.4214 3.6705
H: -0.2964 8.8440 5.1267
H: 0.4224 7.7243 3.9777
H: -1.7151 4.0021 2.5463
H: -3.2912 2.5528 4.4272
H: -3.6112 2.3987 2.7641
H: -1.8011 0.7566 4.3170
H: -5.0747 1.2805 2.7510
H: -6.7062 -0.4248 2.3727
H: -6.0194 -2.8068 1.9701
H: -3.6215 -3.4264 2.0590
H: -1.9207 -1.7228 2.2982
H: 0.1768 2.3187 3.5841
H: 2.3361 1.9551 2.4640
H: 2.6979 -2.3915 0.7324
H: 4.0296 -3.8012 2.3230
H: 5.8200 -2.7102 3.7003
H: 6.2883 -0.2685 3.4900
H: 4.9821 1.0959 1.8316
H: 0.4425 -0.7208 -0.3501
H: -1.6720 -0.4561 0.7639

***

Entry 3:
C6H15FN2P | ωB97M-V with the def2-TZVPD basis set

total energy: -787.9827 Eh
frontier orbital gap (alpha / beta): 0.26170 / 0.28421 Eh
total charge: +1
largest force on an atom: 0.073 Eh/bohr

Geometry (Å):
C: -1.9803 -0.5638 0.2888
C: -1.9316 0.9753 0.0779
C: 2.9887 -0.6585 0.2662
C: -0.1047 -1.2895 1.6877
C: -0.8245 2.7697 -1.1881
C: 1.9534 -1.2983 -0.7524
N: -0.6236 -1.0095 0.3434
N: -1.3911 1.4559 -1.0981
F: -0.4400 -1.1109 -2.0590
P: 0.3104 -0.3612 -0.8994
H: -2.5585 -1.0306 1.1705
H: -2.5811 -1.0100 -0.4908
H: -3.0108 1.1889 -0.0347
H: -1.7611 1.5568 0.9855
H: 3.3386 0.4663 0.2174
H: 2.8940 -0.8850 1.3896
H: 3.9852 -1.1308 0.0417
H: -0.8657 -2.0526 2.0948
H: 1.0095 -1.5376 1.6481
H: -0.2809 -0.2918 2.1750
H: 0.0461 2.7307 -1.8879
H: -1.5621 3.3778 -1.6545
H: -0.5688 3.1248 -0.1836
H: 1.6272 -2.2101 -0.3399
H: 2.3317 -1.2062 -1.7986

***

Entry 4:
HNO4 | ωB97M-V with the def2-TZVPD basis set

total energy: -356.0354 Eh
frontier orbital gap (alpha / beta): 0.36367 / 0.33087 Eh
largest force on an atom: 0.078 Eh/bohr
energy above the lowest of the compared OMol25 structures with the same formula, charge and spin: 99.7 kJ/mol

Geometry (Å):
N: -0.9942 -0.1951 0.1085
O: -0.4559 -1.1640 -0.1770
O: -2.0119 0.2849 0.3466
O: 1.3380 0.2657 -0.5396
O: 0.5882 1.1815 0.0722
H: 1.5358 -0.3730 0.1893

***

Entry 5:
C4H6OS | ωB97M-V with the def2-TZVPD basis set

total energy: -629.1485 Eh
expectation value of S²: 2.008
frontier orbital gap (alpha / beta): 0.19538 / 0.30146 Eh
spin multiplicity: 3
largest force on an atom: 0.148 Eh/bohr
energy above the lowest of the compared OMol25 structures with the same formula, charge and spin: 472.0 kJ/mol

Geometry (Å):
C: 0.4994 2.1275 0.6134
C: 0.2487 -3.0250 0.2876
C: 0.4353 0.8779 0.0934
C: -0.2287 -2.5094 1.2394
O: -1.3965 1.2369 -2.0055
S: -0.5474 0.0783 -1.1671
H: 1.1139 2.3549 1.4250
H: 0.0836 3.0603 0.2267
H: 0.4872 -3.3726 -0.6442
H: -1.0219 1.3532 -2.8986
H: 0.9052 0.1165 0.6454
H: -0.5787 -2.2986 2.1844